Here is C5H3P in the gas phase in a non-equilibrium geometry from the Open Molecules 2025 dataset. Energies are from ωB97M-V/def2-TZVPD.

The calculation puts the HOMO-LUMO gap at 8.2807 eV. Its total energy is -14513.5294 eV. As for the energy above the lowest of the compared OMol25 structures with the same formula, charge and spin: 227.2 kJ/mol. The calculation puts the strongest force on any atom at 0.092 hartree/bohr. Its LUMO energy is -0.342 eV.

CARTESIAN COORDINATES (ANGSTROEM)
C (0.7161, -0.6970, 0.5284)
C (1.9113, -0.2947, 0.2229)
C (-1.1342, -0.7719, -0.7836)
C (-0.2113, -1.4890, -0.1269)
C (-0.4889, 0.3163, 0.0141)
P (1.1425, 1.2478, -0.3955)
H (-1.9178, -0.8337, -1.3924)
H (-1.0955, 0.6699, 0.9379)
H (1.0778, 1.8522, 0.9952)

---

Here is a 2-piece molecular cluster, C4H12N2O2 overall from the Open Molecules 2025 dataset. Energies are from ωB97M-V/def2-TZVPD.

The calculation puts the HOMO-LUMO gap at 10.3439 eV. Its total energy is -11418.4634 eV. As for the energy above the lowest of the compared OMol25 structures with the same formula, charge and spin: 72.7 kJ/mol. The calculation puts the strongest force on any atom at 0.014 hartree/bohr. Its LUMO energy is 0.860 eV. Its SMILES is CC(=O)O.NCCN.

CARTESIAN COORDINATES (ANGSTROEM)
C (2.9401, -2.0780, 0.7223)
C (1.5501, -1.5101, 0.6310)
O (0.7293, -1.8931, -0.1618)
O (1.3370, -0.5197, 1.4804)
H (3.2486, -2.3073, 1.7402)
H (2.9745, -2.9914, 0.1351)
H (3.6552, -1.3594, 0.3265)
H (0.4512, -0.0469, 1.2993)
N (-0.9553, 0.9043, 1.1091)
C (-1.0824, 0.8511, -0.3565)
C (-1.9960, 1.9030, -0.9524)
N (-1.9640, 1.8273, -2.4039)
H (-0.7805, 1.8518, 1.4270)
H (-1.8342, 0.6663, 1.5561)
H (-0.0815, 0.9334, -0.7791)
H (-1.4157, -0.1516, -0.6161)
H (-3.0068, 1.7639, -0.5376)
H (-1.6610, 2.9037, -0.6725)
H (-2.2567, 0.9226, -2.7421)
H (-2.5351, 2.5337, -2.8330)

---

Here is a 4-piece molecular cluster, C6H10Cl10 overall from the Open Molecules 2025 dataset. Energies are from ωB97M-V/def2-TZVPD.

The calculation puts the HOMO-LUMO gap at 10.9808 eV. Its total energy is -131608.8898 eV. As for the energy above the lowest of the compared OMol25 structures with the same formula, charge and spin: 0.0 kJ/mol. The calculation puts the strongest force on any atom at 0.005 hartree/bohr. Its LUMO energy is 0.276 eV. Its SMILES is ClC(Cl)Cl.ClC(Cl)Cl.ClCCCl.ClCCCl.

CARTESIAN COORDINATES (ANGSTROEM)
Cl (-0.9439, -30.5655, -7.7434)
C (0.4672, -29.5600, -7.4888)
Cl (0.4288, -28.1615, -8.5721)
Cl (1.9503, -30.4760, -7.7132)
H (0.4432, -29.1944, -6.4718)
Cl (4.6164, -27.8732, -7.0898)
C (3.6886, -26.4057, -7.3640)
Cl (3.8147, -25.8955, -9.0519)
Cl (4.2034, -25.1197, -6.2900)
H (2.6432, -26.6228, -7.1929)
Cl (9.1663, -26.9243, -11.1692)
C (7.5072, -26.4165, -10.7438)
C (7.4773, -25.1018, -10.0082)
Cl (7.9704, -23.7444, -11.0509)
H (7.1084, -27.2045, -10.1096)
H (6.9382, -26.3403, -11.6661)
H (8.1402, -25.0964, -9.1479)
H (6.4590, -24.9196, -9.6711)
Cl (2.7056, -31.1920, -11.3452)
C (1.8558, -29.7852, -12.0424)
C (2.6949, -28.5606, -11.7983)
Cl (1.9437, -27.1313, -12.5632)
H (0.8955, -29.7078, -11.5383)
H (1.6882, -29.9882, -13.0955)
H (3.6963, -28.6741, -12.2052)
H (2.7739, -28.3710, -10.7325)

---

Here is C2HLuO3 as an isolated structure in a non-equilibrium geometry from the Open Molecules 2025 dataset. Energies are from ωB97M-V/def2-TZVPD.

The calculation puts the HOMO-LUMO gap (spin up / spin down) at 9.1265 / 5.8243 eV. Its total energy is -41827.3148 eV. The total charge is +2. As for the energy above the lowest of the compared OMol25 structures with the same formula, charge and spin: 501.4 kJ/mol. The calculation puts the strongest force on any atom at 0.108 hartree/bohr. Its LUMO energy (spin up / spin down) is -11.426 / -12.120 eV.

CARTESIAN COORDINATES (ANGSTROEM)
O (0.1445, -0.1657, -0.2194)
O (-1.8785, -0.6721, 0.0859)
O (-1.3841, 1.5407, -0.1738)
C (-1.0572, -1.7848, 0.0818)
C (-1.0168, 0.4105, -0.0419)
H (-0.6957, -1.9353, -0.9588)
Lu (2.2591, 0.1632, 0.0993)

---

Here is C6H10O in the gas phase from the Open Molecules 2025 dataset. Energies are from ωB97M-V/def2-TZVPD.

The calculation puts the HOMO-LUMO gap at 9.8434 eV. Its total energy is -8429.7366 eV. As for the energy above the lowest of the compared OMol25 structures with the same formula, charge and spin: 145.1 kJ/mol. The calculation puts the strongest force on any atom at 0.006 hartree/bohr. Its LUMO energy is 1.070 eV. Its SMILES is C=COC/C=C\C.

CARTESIAN COORDINATES (ANGSTROEM)
C (-1.5207, -1.2571, 0.1632)
C (-0.8586, -1.6560, 1.2466)
O (-0.0115, -0.9037, 1.9950)
C (0.6661, 0.1571, 1.3212)
C (1.1237, -0.1972, -0.0664)
C (0.9398, 0.5228, -1.1711)
C (0.0470, 1.7178, -1.3381)
H (-2.0402, -1.9776, -0.4543)
H (-1.5153, -0.2245, -0.1666)
H (-0.8999, -2.6758, 1.6224)
H (1.5534, 0.3292, 1.9381)
H (0.0649, 1.0734, 1.3347)
H (1.6613, -1.1422, -0.1351)
H (1.4102, 0.1668, -2.0859)
H (0.4990, 2.4895, -1.9676)
H (-0.2445, 2.1814, -0.3929)
H (-0.8745, 1.3961, -1.8432)

---

Here is a 3-piece molecular cluster, C2H10N2O2 overall in a non-equilibrium geometry from the Open Molecules 2025 dataset. Energies are from ωB97M-V/def2-TZVPD.

The calculation puts the HOMO-LUMO gap (spin up / spin down) at 8.0564 / 6.8734 eV. Its total energy is -9304.0200 eV. As for the energy above the lowest of the compared OMol25 structures with the same formula, charge and spin: 728.4 kJ/mol. The calculation puts the strongest force on any atom at 0.035 hartree/bohr. Its LUMO energy (spin up / spin down) is -0.068 / -0.875 eV.

CARTESIAN COORDINATES (ANGSTROEM)
C (1.5873, -0.8598, 0.4849)
C (0.9714, 0.7435, -1.2927)
N (0.7450, 0.2004, 0.0121)
H (0.1533, 0.6992, 0.6765)
H (2.6441, -0.5603, 0.5051)
H (1.2804, -1.1475, 1.4890)
H (0.7384, -0.0169, -2.0504)
H (2.0149, 1.0565, -1.4285)
H (0.3216, 1.6030, -1.4527)
H (1.4867, -1.7303, -0.1733)
N (-1.1415, -0.9068, -0.4182)
O (-1.4679, 0.4078, 1.4417)
O (-2.5748, 1.1966, 1.0486)
H (-3.3073, 0.7974, 1.5408)
H (-1.7688, -0.1558, -0.7227)
H (-1.6828, -1.3269, 0.3397)

---

Which of these has the highest strongest force on any atom?
C2HLuO3